C41H37BaCl2N9O2S2Te | ωB97M-V with the def2-TZVPD basis set

The geometry in ORCA input format:
```
! wB97M-V def2-TZVPD RIJCOSX def2/J DEFGRID3
* xyz 0 1
Ba 0.058 -0.966 -0.397
C 1.913 -0.170 4.055
C 1.777 -0.420 2.694
N 0.755 0.076 2.018
C -0.149 0.818 2.658
C 0.025 1.078 4.013
N 1.048 0.590 4.709
C -1.334 1.351 1.899
C -2.092 2.384 2.436
C -3.230 2.818 1.769
C -3.545 2.226 0.554
C -2.700 1.255 0.027
N -1.649 0.814 0.718
C -2.935 0.717 -1.362
C -3.805 1.359 -2.242
N -3.968 0.969 -3.499
C -3.238 -0.057 -3.909
C -2.371 -0.720 -3.052
N -2.256 -0.351 -1.784
C -4.076 3.897 2.336
C -4.233 4.050 3.710
C -5.033 5.076 4.190
N -5.671 5.944 3.411
C -5.516 5.798 2.099
C -4.742 4.805 1.519
H 2.730 -0.606 4.615
H 2.488 -1.038 2.160
H -0.687 1.674 4.569
H -1.784 2.872 3.347
H -4.441 2.520 0.031
H -4.372 2.228 -1.939
H -3.338 -0.364 -4.943
H -1.781 -1.566 -3.386
H -3.773 3.369 4.413
H -5.169 5.197 5.259
H -6.031 6.514 1.469
H -4.641 4.776 0.442
N -2.213 -2.282 1.677
C -1.387 -2.891 2.727
C 0.053 -3.127 2.252
O 0.902 -3.491 3.054
O 0.235 -2.871 1.006
H -3.136 -2.081 2.046
H -2.344 -2.954 0.927
H -1.772 -3.845 3.102
H -1.342 -2.213 3.582
Cl 2.750 0.034 -1.784
C 2.521 1.367 -2.939
C 3.537 1.500 -3.863
C 3.451 2.509 -4.811
C 2.348 3.346 -4.799
C 1.355 3.175 -3.852
Cl 0.004 4.277 -3.924
C 1.374 2.177 -2.856
S 0.135 2.004 -1.667
H 4.380 0.825 -3.833
H 4.233 2.640 -5.547
H 2.249 4.140 -5.525
Te -0.431 -4.579 -1.389
C -0.532 -5.656 -3.200
C -0.432 -7.044 -3.179
C -0.494 -7.771 -4.360
C -0.656 -7.117 -5.573
C -0.763 -5.734 -5.603
C -0.707 -5.009 -4.421
C 1.641 -4.165 -1.491
C 2.201 -3.705 -2.678
C 3.560 -3.421 -2.744
C 4.354 -3.578 -1.619
C 3.790 -4.023 -0.430
C 2.438 -4.322 -0.361
H -0.296 -7.560 -2.236
H -0.413 -8.850 -4.330
H -0.701 -7.685 -6.493
H -0.893 -5.220 -6.546
H -0.805 -3.930 -4.455
H 1.586 -3.569 -3.559
H 3.985 -3.058 -3.670
H 5.411 -3.347 -1.664
H 4.405 -4.139 0.453
H 2.001 -4.643 0.575
C 4.692 1.900 3.332
N 3.605 2.816 3.606
C 2.691 3.213 2.697
S 2.624 2.704 1.109
N 1.734 4.064 3.170
C 1.810 4.769 4.431
H 5.655 2.383 3.501
H 4.624 1.598 2.290
H 4.623 1.017 3.970
H 3.519 3.157 4.548
H 1.184 4.464 2.427
H 2.717 5.375 4.524
H 1.756 4.080 5.278
H 0.951 5.432 4.508
*
```

Summary:
HOMO-LUMO gap: 5.7 eV
relative energy (zero: lowest compared OMol25 entry of this formula, charge and spin): 0.0 kcal/mol
strongest force on any atom: 0.0246 Eh/bohr
energy: -4238.277371 hartree
lowest unoccupied orbital energy: -0.8675 eV
highest occupied orbital energy: -0.243 Eh

---

CH3BrCl2OSi | ωB97M-V with the def2-TZVPD basis set

The geometry in ORCA input format:
```
! wB97M-V def2-TZVPD RIJCOSX def2/J DEFGRID3
* xyz 0 1
C -0.420 -0.391 -0.291
O -1.354 0.557 -0.507
Si -2.735 1.010 0.449
Cl -3.881 1.985 -0.880
Cl -3.662 -0.565 1.175
Br -2.043 2.484 2.000
H 0.374 -0.454 -1.028
H -0.953 -1.367 -0.189
H -0.006 -0.344 0.677
*
```

Summary:
HOMO-LUMO gap: 10.9 eV
relative energy (zero: lowest compared OMol25 entry of this formula, charge and spin): 1.8 kcal/mol
strongest force on any atom: 0.0927 Eh/bohr
structure (SMILES): CO[Si](Cl)(Cl)Br
energy: -3899.206571 hartree
lowest unoccupied orbital energy: 0.3670 eV
highest occupied orbital energy: -0.387 Eh

---

C24H19N2O7S8Ti | ωB97M-V with the def2-TZVPD basis set

The geometry in ORCA input format:
```
! wB97M-V def2-TZVPD RIJCOSX def2/J DEFGRID3
* xyz -2 2
Ti -0.913 -1.076 0.442
O -1.687 0.974 7.061
C -1.590 0.520 5.939
S -0.116 -0.188 5.283
C -0.743 -0.598 3.691
C -2.025 -0.279 3.440
S -2.895 -0.567 1.962
S -2.894 0.503 4.758
S 0.361 -1.325 2.544
O -1.953 -3.736 -2.115
S -2.415 -2.732 -1.168
O -3.841 -2.727 -0.954
O -1.879 -1.361 -1.511
O -1.660 -2.951 0.174
C 1.310 -5.212 1.789
C 1.798 -4.748 0.436
O 2.967 -4.864 0.074
N 0.839 -4.222 -0.350
C 1.148 -3.477 -1.552
C 1.937 -2.233 -1.237
C 3.247 -2.095 -1.677
C 3.963 -0.964 -1.339
C 3.353 -0.007 -0.547
C 2.048 -0.218 -0.144
N 1.335 -1.297 -0.491
H 1.022 -4.341 2.382
H 2.109 -5.752 2.292
H 0.431 -5.850 1.688
H -0.100 -4.096 0.015
H 0.196 -3.198 -2.000
H 1.697 -4.099 -2.262
H 3.692 -2.901 -2.244
H 4.988 -0.841 -1.669
H 3.865 0.895 -0.241
H 1.540 0.502 0.481
O -0.709 0.771 0.025
C -0.719 2.000 -0.584
C -2.068 2.254 -1.249
C -3.246 1.660 -0.925
C -4.338 2.158 -1.689
C -3.969 3.128 -2.568
S -2.280 3.415 -2.507
C -0.497 3.051 0.501
C -0.586 4.412 0.462
C -0.267 5.012 1.710
C 0.056 4.083 2.657
S -0.065 2.488 2.059
C 0.396 2.090 -1.625
C 1.477 2.921 -1.668
C 2.320 2.677 -2.788
C 1.857 1.658 -3.564
S 0.420 0.980 -2.938
H -3.315 0.888 -0.173
H -5.350 1.793 -1.590
H -4.587 3.659 -3.275
H -0.876 4.959 -0.425
H -0.286 6.077 1.895
H 0.315 4.256 3.690
H 1.653 3.682 -0.922
H 3.226 3.229 -2.997
H 2.301 1.256 -4.461
*
```

Summary:
HOMO-LUMO gap (alpha / beta): 5.5 / 5.5 eV
relative energy (zero: lowest compared OMol25 entry of this formula, charge and spin): 0.0 kcal/mol
strongest force on any atom: 0.0128 Eh/bohr
⟨S²⟩: 0.753
energy: -5597.467193 hartree
lowest unoccupied orbital energy (alpha / beta): 3.9380 / 3.9379 eV
highest occupied orbital energy (alpha / beta): -0.056 / -0.057 Eh